# 1
The following is a quantum chemistry calculation of C9H10Cl2INO as an isolated structure in a non-equilibrium geometry, from OMol25.

Geometry (Å):
C  0.2428  0.7916  -3.0940
C  2.7252  -0.2415  -1.8852
C  0.9409  -0.2349  -3.5760
C  2.1254  -0.7943  -2.9725
C  -1.0358  0.7328  0.1635
C  0.4040  1.3098  -1.7386
C  2.3121  1.0503  -1.2622
C  -1.0033  -0.8516  2.2216
C  -1.6447  -0.4328  0.9049
N  -0.2682  0.3194  -0.8805
O  -1.1577  1.9256  0.4397
Cl  0.5456  -0.8313  -5.1742
Cl  2.7801  -2.2627  -3.5704
I  3.4686  2.6792  -2.0261
H  -0.4953  1.1816  -3.7875
H  3.5437  -0.7179  -1.4599
H  0.0845  2.3818  -1.4643
H  2.3559  1.0078  -0.2468
H  -1.8015  -1.3008  2.9770
H  -0.2082  -1.6422  2.3120
H  -0.6302  0.0757  2.8433
H  -2.7422  -0.1960  1.0479
H  -1.6653  -1.3032  0.1938
H  -0.0566  -0.6249  -0.8850

The HOMO-LUMO gap comes out at 8.38 eV. The calculation puts the LUMO energy at -0.547 eV. The calculation puts the energy at -1696.9346 hartree.

***

# 2
The following is a quantum chemistry calculation of C9H10ClN5O2Zr as an isolated structure in a non-equilibrium geometry, from OMol25.

Geometry (Å):
Cl  -1.6754  3.3260  -2.0227
C  -0.6723  -1.4014  -1.2771
C  0.7488  -1.5763  -1.1054
C  1.4218  -0.5705  -1.8904
H  1.2136  -2.5408  -0.7896
C  0.4210  0.2097  -2.5856
C  -0.8764  -0.2856  -2.1768
H  -1.8131  -0.0402  -2.6894
H  -1.4121  -2.2224  -1.1058
H  2.4823  -0.6013  -2.1683
C  0.6790  1.2803  -3.5825
Zr  0.1545  0.7431  -0.2742
C  2.1909  1.6117  0.5307
O  3.0189  2.1072  1.1819
C  -1.7660  2.1150  0.1913
O  -2.4925  2.7757  0.8122
H  1.6431  1.7432  -3.3158
H  -0.1500  2.0008  -3.4579
H  0.7106  0.9209  -4.6316
N  -1.6265  -1.1967  4.5737
N  -0.7969  -1.0286  3.5382
N  0.4252  -1.5112  3.6290
C  0.9740  -1.1760  2.4370
N  0.0875  -0.4314  1.6759
N  -1.0918  -0.3885  2.3973
H  -2.5401  -0.7592  4.5254
H  -1.2467  -1.6456  5.3771
H  1.9887  -1.4579  2.2037

The HOMO-LUMO gap (spin up / spin down) comes out at 5.50 / 5.50 eV. The net charge is +2. The calculation puts the LUMO energy (spin up / spin down) at -10.231 / -10.231 eV. The calculation puts the energy at -1279.7155 hartree.